The following is a quantum chemistry calculation of a cluster of 8 separate species, C35H88BrCl2N5O8 in total at a distorted geometry, from the OMol25 dataset.

Values from the calculation:
Energy in eV: -156623.521
LUMO level in eV: -3.545
Total charge: +2
Maximum force in hartree/bohr: 0.071
Gap between HOMO and LUMO in eV: 8.48

Last columns: bonded neighbours and bond lengths (Å).
Atoms and positions in Å:
1 C 1.82808 8.56754 -3.17792  C2 1.507, H13 1.110, H14 1.071, H15 1.105
2 C 2.88083 7.68480 -2.55921  C1 1.507, C3 1.546, H16 1.038, H17 1.137
3 C 2.50885 7.01257 -1.21761  C2 1.546, C4 1.486, H18 1.129, H19 1.084
4 C 3.46201 5.89478 -0.99267  C3 1.486, N5 1.457, H20 1.144, H21 1.076
5 N 3.42176 5.24730 0.31169  C4 1.457, C6 1.517, C9 1.480, C10 1.513
6 C 4.26808 3.98958 0.35900  N5 1.517, C7 1.499, H22 1.080, H23 1.083
7 C 3.68514 3.01184 1.33443  C6 1.499, C8 1.533, H24 1.060, H25 1.074
8 C 2.33728 3.61346 1.74949  C7 1.533, C9 1.548, H26 1.071, H27 1.090
9 C 2.09694 4.69081 0.66430  N5 1.480, C8 1.548, H28 1.050, H29 1.047
10 C 3.75584 6.19311 1.44402  N5 1.513, C11 1.512, H30 1.098, H31 1.077
11 C 5.11436 6.85651 1.46610  C10 1.512, C12 1.550, H32 1.132, H33 1.101
12 C 5.08460 8.37272 1.78483  C11 1.550, H34 1.061, H35 1.077, H36 1.111
13 H 0.94207 7.92918 -3.37485  C1 1.110
14 H 2.15039 8.86864 -4.15437  C1 1.071
15 H 1.43425 9.45096 -2.64293  C1 1.105
16 H 3.74461 8.20003 -2.30358  C2 1.038
17 H 3.21613 6.88027 -3.28918  C2 1.137
18 H 1.48025 6.56395 -1.09630  C3 1.129
19 H 2.77678 7.66890 -0.39809  C3 1.084
20 H 4.51471 6.27453 -1.23036  C4 1.144
21 H 3.25259 5.09549 -1.68232  C4 1.076
22 H 5.29103 4.30003 0.51519  C6 1.080
23 H 4.22551 3.49288 -0.60198  C6 1.083
24 H 4.31151 2.76373 2.15285  C7 1.060
25 H 3.52992 2.06580 0.85108  C7 1.074
26 H 2.35770 3.90894 2.77901  C8 1.071
27 H 1.57046 2.85803 1.57877  C8 1.090
28 H 1.38237 5.38675 0.99220  C9 1.050
29 H 1.63905 4.17392 -0.12330  C9 1.047
30 H 3.47788 5.65997 2.36309  C10 1.098
31 H 3.05964 7.01062 1.36308  C10 1.077
32 H 5.58606 6.77503 0.44042  C11 1.132
33 H 5.83415 6.38015 2.14949  C11 1.101
34 H 4.44321 8.86054 1.09511  C12 1.061
35 H 6.09484 8.74367 1.74673  C12 1.077
36 H 4.64867 8.50730 2.79806  C12 1.111
37 C 1.78023 0.17765 -6.76893  O38 1.404, H48 1.098, H49 1.107, H50 1.077
38 O 1.58916 -0.47218 -5.53961  C37 1.404, C39 1.423
39 C 0.33695 -0.14457 -4.94738  O38 1.423, C40 1.550, H51 1.078, H52 1.109
40 C 0.34752 -0.86590 -3.57603  C39 1.550, N41 1.485, H53 1.077, H54 1.082
41 N 1.41577 -0.38580 -2.66246  C40 1.485, H42 1.041, H43 1.091, C44 1.525
42 H 2.33170 -0.32292 -3.15319  N41 1.041
43 H 1.29130 0.63053 -2.28652  N41 1.091
44 C 1.58528 -1.32361 -1.47201  N41 1.525, C45 1.444, H55 1.094, H56 1.060
45 C 2.69156 -0.71877 -0.76888  C44 1.444, O46 1.415, H57 1.064, H58 1.076
46 O 3.74669 -0.67177 -1.71086  C45 1.415, C47 1.493
47 C 4.94100 0.06294 -1.19873  O46 1.493, H59 1.080, H60 1.102, H61 1.062
48 H 1.76211 1.25109 -6.53966  C37 1.098
49 H 1.01144 -0.18600 -7.47719  C37 1.107
50 H 2.72708 -0.02240 -7.24115  C37 1.077
51 H -0.44051 -0.51448 -5.59664  C39 1.078
52 H 0.22079 0.95211 -4.83275  C39 1.109
53 H 0.63671 -1.88360 -3.77928  C40 1.077
54 H -0.62626 -0.68682 -3.13918  C40 1.082
55 H 1.71896 -2.32135 -1.90009  C44 1.094
56 H 0.64449 -1.26871 -0.98761  C44 1.060
57 H 3.05730 -1.28433 0.05511  C45 1.064
58 H 2.40444 0.30769 -0.62339  C45 1.076
59 H 5.63781 0.12938 -2.02170  C47 1.080
60 H 5.32435 -0.45122 -0.30239  C47 1.102
61 H 4.63433 1.03741 -0.90957  C47 1.062
62 C -5.85664 -8.56212 -5.03948  O63 1.422, H73 1.098, H74 1.128, H75 1.075
63 O -5.96867 -7.14738 -4.95781  C62 1.422, C64 1.411
64 C -7.27471 -6.64717 -4.77268  O63 1.411, C65 1.500, H76 1.065, H77 1.092
65 C -7.02201 -5.18347 -4.56685  C64 1.500, N66 1.526, H78 1.075, H79 1.102
66 N -6.02192 -5.01825 -3.42628  C65 1.526, H67 1.016, H68 0.987, C69 1.471
67 H -6.51890 -5.42996 -2.64125  N66 1.016
68 H -5.28885 -5.65701 -3.59844  N66 0.987
69 C -5.47425 -3.70369 -3.05809  N66 1.471, C70 1.503, H80 1.096, H81 1.117
70 C -4.33483 -3.84114 -2.08710  C69 1.503, O71 1.406, H82 1.114, H83 1.097
71 O -3.57033 -4.90898 -2.58824  C70 1.406, C72 1.406
72 C -2.41499 -5.18067 -1.83461  O71 1.406, H84 1.067, H85 1.090, H86 1.084
73 H -6.18891 -8.87607 -6.03755  C62 1.098
74 H -6.45909 -8.97108 -4.17794  C62 1.128
75 H -4.81913 -8.77845 -4.85690  C62 1.075
76 H -7.69069 -7.13697 -3.92319  C64 1.065
77 H -7.98943 -6.82795 -5.57781  C64 1.092
78 H -7.91558 -4.62769 -4.34847  C65 1.075
79 H -6.48323 -4.78156 -5.43968  C65 1.102
80 H -6.29830 -3.06134 -2.72652  C69 1.096
81 H -5.05279 -3.36608 -4.03600  C69 1.117
82 H -4.72864 -3.92607 -1.04846  C70 1.114
83 H -3.70914 -2.94044 -2.08709  C70 1.097
84 H -1.69583 -4.39648 -1.90852  C72 1.067
85 H -1.99350 -6.14493 -2.11930  C72 1.090
86 H -2.67508 -5.31116 -0.79073  C72 1.084
87 C -2.70615 4.82729 2.85082  O88 1.464, H98 1.075, H99 1.079, H100 1.096
88 O -2.78158 3.45040 2.36043  C87 1.464, C89 1.421
89 C -1.58601 2.93070 1.79430  O88 1.421, C90 1.469, H101 1.093, H102 1.078
90 C -1.99097 1.76279 0.99973  C89 1.469, N91 1.430, H103 1.093, H104 1.100
91 N -2.04310 0.54068 1.74048  C90 1.430, H92 1.071, H93 1.075, C94 1.538
92 H -2.07669 -0.28763 1.06209  N91 1.071
93 H -1.07449 0.43825 2.19642  N91 1.075
94 C -3.26308 0.40723 2.66744  N91 1.538, C95 1.531, H105 1.097, H106 1.119
95 C -3.25706 -0.93713 3.39939  C94 1.531, O96 1.423, H107 1.127, H108 1.095
96 O -2.49322 -1.04994 4.59474  C95 1.423, C97 1.448
97 C -2.54157 -0.02661 5.61767  O96 1.448, H109 1.124, H110 1.096, H111 1.118
98 H -3.71287 5.07436 3.13631  C87 1.075
99 H -2.28676 5.49113 2.11121  C87 1.079
100 H -2.02457 4.88451 3.70678  C87 1.096
101 H -0.84301 2.68390 2.55760  C89 1.093
102 H -1.18808 3.69566 1.14796  C89 1.078
103 H -1.29665 1.78357 0.15648  C90 1.093
104 H -2.99330 1.92905 0.57830  C90 1.100
105 H -4.15321 0.44753 2.02672  C94 1.097
106 H -3.28036 1.23801 3.41705  C94 1.119
107 H -2.86819 -1.70990 2.67687  C95 1.127
108 H -4.27927 -1.20798 3.68525  C95 1.095
109 H -3.57628 -0.05648 6.05665  C97 1.124
110 H -2.45347 0.99564 5.23362  C97 1.096
111 H -1.73993 -0.20226 6.37716  C97 1.118
112 C 3.36150 -5.61966 5.36845  O113 1.431, H123 1.068, H124 1.119, H125 1.109
113 O 2.70160 -4.49367 4.78179  C112 1.431, C114 1.384
114 C 2.93981 -4.38531 3.42300  O113 1.384, C115 1.462, H126 1.096, H127 1.114
115 C 2.33274 -3.23287 2.76016  C114 1.462, N116 1.467, H128 1.048, H129 1.071
116 N 0.90890 -3.09221 3.08223  C115 1.467, H117 0.998, H118 1.070, C119 1.540
117 H 0.69958 -3.48320 3.97581  N116 0.998
118 H 0.68124 -2.06416 2.88976  N116 1.070
119 C -0.01517 -3.91182 2.16180  N116 1.540, C120 1.533, H130 1.074, H131 1.080
120 C -1.25582 -4.18418 3.01996  C119 1.533, O121 1.391, H132 1.093, H133 1.109
121 O -0.88766 -4.93729 4.12977  C120 1.391, C122 1.440
122 C -1.76571 -4.87043 5.26896  O121 1.440, H134 1.110, H135 1.067, H136 1.095
123 H 2.70987 -6.37366 5.75365  C112 1.068
124 H 4.20792 -5.29954 6.02740  C112 1.119
125 H 3.85575 -6.15376 4.53204  C112 1.109
126 H 2.65006 -5.22316 2.77791  C114 1.096
127 H 4.00436 -4.30859 3.10302  C114 1.114
128 H 2.49216 -3.17349 1.72646  C115 1.048
129 H 2.75600 -2.35340 3.20102  C115 1.071
130 H 0.40265 -4.85340 1.85686  C119 1.074
131 H -0.30081 -3.24157 1.36423  C119 1.080
132 H -2.15860 -4.56893 2.53832  C120 1.093
133 H -1.51288 -3.14906 3.32523  C120 1.109
134 H -1.11919 -4.92276 6.16960  C122 1.110
135 H -2.41954 -5.71044 5.19106  C122 1.067
136 H -2.15029 -3.84547 5.29277  C122 1.095
137 Cl 0.82956 -0.27230 2.86535  no bonds
138 Cl -1.79294 -1.69437 -0.38730  no bonds
139 Br 1.62242 2.76333 -2.41597  no bonds

=====

The following is a quantum chemistry calculation of a cluster of 2 separate species, H4O2 in total at a distorted geometry, from the OMol25 dataset.

Values from the calculation:
Energy in eV: -4159.744
LUMO level in eV: 0.501
ΔE to the lowest compared entry with this formula, charge and spin in kcal per mole: 4.49
Maximum force in hartree/bohr: 0.044
Gap between HOMO and LUMO in eV: 11.01

Last columns: bonded neighbours and bond lengths (Å).
Atoms and positions in Å:
1 O -0.28574 -0.94288 0.38596  H2 1.000, H3 0.949
2 H -1.17993 -1.29935 0.65855  O1 1.000
3 H 0.28642 -0.94997 1.14263  O1 0.949
4 O 0.22304 1.24345 -1.06321  H5 0.982, H6 1.007
5 H 1.01867 1.52924 -0.56431  O4 0.982
6 H -0.06245 0.41950 -0.55962  O4 1.007